{"formula": "C4H5NO", "method": "the ωB97M-V functional and the def2-TZVPD basis", "homo_lumo_gap_ev": 8.670, "smiles": "Oc1ccc[nH]1", "homo_ev": -7.8, "lumo_energy_ev": 0.829, "elements": ["O", "C", "C", "C", "C", "N", "H", "H", "H", "H", "H"], "coordinates": [[-0.60919, -0.23773, 2.13024], [-0.17680, -0.06578, 0.85136], [0.82427, 0.68041, 0.28350], [0.76915, 0.41833, -1.12139], [-0.24310, -0.47404, -1.34490], [-0.82127, -0.76108, -0.12607], [-0.48250, 0.59047, 2.60628], [1.52315, 1.32122, 0.80471], [1.41525, 0.84300, -1.87849], [-0.61155, -0.92500, -2.25468], [-1.58742, -1.38979, 0.04944]], "forces_ev_per_angstrom": [[0.030, 0.152, 0.069], [0.043, 0.011, -0.292], [-0.042, -0.018, 0.110], [-0.035, -0.045, -0.087], [0.054, 0.032, -0.075], [0.011, 0.004, 0.128], [0.021, -0.121, 0.004], [-0.135, -0.097, -0.068], [-0.115, -0.076, 0.127], [0.087, 0.063, 0.139], [0.081, 0.095, -0.055]], "nbo_charge": [-0.677, 0.423, -0.397, -0.285, -0.095, -0.532, 0.490, 0.221, 0.222, 0.212, 0.417]}

{"formula": "C35H59GdN4O6S3Si2", "method": "the ωB97M-V functional and the def2-TZVPD basis", "homo_lumo_gap_ev": [7.121, 5.066], "s2": 16.086, "spin_multiplicity": 8, "homo_ev": [-6.8, -6.8], "lumo_energy_ev": [0.362, -1.693], "elements": ["Gd", "C", "C", "S", "C", "C", "S", "C", "C", "S", "H", "H", "H", "H", "H", "H", "H", "H", "H", "H", "H", "H", "O", "H", "H", "C", "C", "C", "C", "C", "C", "C", "C", "C", "C", "O", "O", "H", "H", "H", "H", "H", "H", "H", "H", "H", "H", "H", "C", "Si", "C", "C", "C", "Si", "C", "C", "C", "H", "H", "H", "H", "H", "H", "H", "H", "H", "H", "H", "H", "H", "H", "H", "H", "H", "H", "H", "C", "C", "C", "C", "N", "C", "N", "N", "N", "H", "H", "H", "H", "H", "H", "H", "H", "H", "H", "O", "C", "C", "C", "C", "C", "C", "C", "O", "O", "H", "H", "H", "H", "H"], "coordinates": [[-20.44331, -10.03868, -1.91924], [-20.66188, -9.94547, -9.56505], [-22.00870, -10.14203, -8.83628], [-21.67679, -10.32761, -7.07484], [-21.75615, -12.20169, -6.86185], [-20.39938, -12.66484, -6.46538], [-19.51746, -11.16203, -5.90515], [-17.95620, -11.20808, -6.88909], [-18.25288, -10.76297, -8.29072], [-19.45574, -9.37415, -8.29401], [-20.69553, -9.11144, -10.30091], [-20.30474, -10.85835, -10.05410], [-22.59148, -10.96664, -9.20154], [-22.71824, -9.29392, -8.85864], [-22.15248, -12.68942, -7.77475], [-22.51356, -12.30536, -6.10142], [-19.84860, -13.19811, -7.23732], [-20.43596, -13.33680, -5.57854], [-17.51852, -12.22761, -6.85607], [-17.24605, -10.49491, -6.38492], [-18.56045, -11.59418, -8.93962], [-17.38009, -10.32721, -8.79126], [-20.69842, -8.71152, -0.00841], [-21.61277, -8.28250, 0.12189], [-20.33100, -8.84524, 0.87783], [-23.11617, -17.70456, 0.36198], [-22.70314, -16.36538, -0.13420], [-23.53382, -15.63344, -0.95243], [-23.08143, -14.43987, -1.50193], [-23.95546, -13.74452, -2.51154], [-21.84763, -13.89349, -1.11105], [-20.99528, -14.61070, -0.19596], [-19.69327, -14.07145, 0.27246], [-21.41173, -15.90029, 0.17081], [-21.43829, -12.48043, -1.56626], [-20.94536, -12.27101, -2.70372], [-21.70052, -11.53822, -0.71000], [-23.32651, -17.59607, 1.43898], [-22.34726, -18.45470, 0.28449], [-24.02587, -18.02438, -0.15469], [-24.48181, -16.03248, -1.27466], [-24.10532, -14.40847, -3.35338], [-23.51832, -12.82577, -2.89830], [-24.96166, -13.56195, -2.15568], [-19.80071, -13.07085, 0.71154], [-18.92416, -13.97594, -0.51569], [-19.24499, -14.75044, 1.02559], [-20.71519, -16.55331, 0.71141], [-25.08220, -10.33657, -0.59286], [-24.62037, -9.28637, -2.07935], [-26.22428, -8.34485, -2.56148], [-24.44048, -10.38104, -3.62348], [-23.11642, -8.27003, -1.82109], [-23.18436, -6.78358, -0.74642], [-21.93095, -5.37278, -1.00896], [-24.77552, -5.75902, -0.91895], [-23.28579, -7.25836, 1.07410], [-26.04746, -10.87127, -0.70268], [-25.11618, -9.71162, 0.28105], [-24.36112, -11.11056, -0.32510], [-26.80100, -9.02415, -3.18030], [-25.96306, -7.50270, -3.19602], [-26.83288, -7.97794, -1.74099], [-25.19685, -11.13199, -3.77922], [-23.45200, -10.85212, -3.55663], [-24.41778, -9.78405, -4.54331], [-22.64501, -8.01454, -2.82604], [-21.78154, -5.09871, -2.07368], [-20.91042, -5.65960, -0.67063], [-22.21158, -4.49523, -0.43466], [-24.82443, -5.39548, -1.97215], [-24.63560, -4.86816, -0.28250], [-25.68243, -6.32190, -0.72605], [-23.38953, -8.32788, 1.31269], [-24.14878, -6.74289, 1.48670], [-22.41984, -6.94367, 1.62334], [-21.13404, -3.69313, -5.38954], [-20.82076, -4.77747, -6.49222], [-21.94144, -5.76739, -6.77351], [-19.45872, -5.45700, -6.23638], [-19.36915, -6.48094, -5.21833], [-20.25328, -6.95641, -4.29253], [-19.68826, -7.96738, -3.61915], [-18.37809, -8.03732, -4.10939], [-18.25958, -7.22383, -5.11106], [-21.92330, -3.04470, -5.80484], [-20.30871, -3.04121, -5.15265], [-21.49674, -4.14202, -4.44658], [-20.63594, -4.29823, -7.46420], [-22.32344, -6.32814, -5.89263], [-21.68876, -6.49107, -7.56515], [-22.78934, -5.14381, -7.07298], [-18.71521, -4.68515, -6.03085], [-19.15888, -5.92149, -7.21293], [-21.28718, -6.65810, -4.11156], [-15.79739, -10.78363, -3.24479], [-15.47736, -11.02422, -1.96139], [-14.13289, -11.32147, -1.57913], [-13.80967, -11.57054, -0.25823], [-14.83099, -11.53790, 0.69597], [-16.11433, -11.20026, 0.39709], [-16.47340, -10.95218, -0.93474], [-17.86144, -10.64662, -1.28280], [-18.79478, -10.52419, -0.41261], [-18.22350, -10.52745, -2.55498], [-16.81896, -10.68716, -3.21797], [-13.39209, -11.38027, -2.37493], [-12.76460, -11.72474, -0.00051], [-14.52942, -11.82453, 1.70051], [-16.82619, -11.16990, 1.20430]], "forces_ev_per_angstrom": [[-1.330, 0.942, -0.875], [-0.018, 1.246, 0.119], [-0.523, 0.591, 0.443], [-3.372, -1.319, -0.493], [-1.310, 1.341, -1.127], [1.072, -0.364, 1.577], [2.743, -1.331, 1.409], [0.193, -0.042, 1.198], [0.372, 0.649, -1.044], [1.243, 0.164, -1.624], [-0.156, -0.797, 0.243], [-0.045, 0.255, 0.171], [-0.112, -0.523, -0.285], [0.710, -0.025, -0.469], [0.243, 0.411, 0.402], [-0.007, -0.386, 0.417], [0.050, 0.243, -0.201], [-0.050, 0.338, -0.631], [-0.115, 0.630, 0.005], [-0.767, -0.727, -0.331], [-0.382, 0.295, 0.256], [0.159, -0.386, 0.266], [-1.545, 1.335, 1.199], [1.671, -1.118, -0.391], [0.105, -0.120, -0.251], [-0.804, 0.225, 0.797], [1.048, -0.284, -0.285], [0.778, 0.166, -0.131], [0.316, 1.019, 0.024], [0.219, -0.098, -0.207], [0.552, -0.333, 0.750], [-1.401, -0.462, -1.319], [1.116, 0.059, 0.363], [-0.127, 0.808, -0.021], [-1.472, -0.730, 1.415], [0.018, 0.360, 0.427], [0.709, -1.103, -1.293], [-0.169, -0.281, -0.271], [0.320, -0.261, -0.247], [0.159, -0.181, 0.212], [-0.251, -0.060, 0.075], [0.119, -0.206, -0.412], [-0.130, -0.064, 0.144], [-0.136, 0.286, 0.398], [-0.026, -0.219, -0.024], [-0.462, -0.021, 0.028], [-0.322, 0.436, -0.275], [-0.362, 0.333, 0.012], [-0.070, -0.786, -0.157], [-1.034, -0.523, -0.609], [0.724, 0.021, 0.165], [1.084, 0.633, 0.064], [1.559, 0.283, -1.301], [-1.145, 0.776, -0.427], [1.382, -0.975, -0.278], [0.613, 0.282, -1.075], [0.129, -0.646, 0.208], [0.313, 0.523, -0.034], [-0.340, 0.449, 0.535], [0.285, 0.000, -0.280], [-0.277, -0.191, 0.017], [0.006, 0.254, -0.100], [-0.104, -0.008, 0.112], [-0.313, -0.371, 0.243], [-0.101, -0.242, -0.196], [0.016, 0.135, 0.149], [-0.660, -0.151, 0.832], [-0.394, -0.037, 0.471], [-0.467, 0.118, -0.071], [-0.166, 0.135, -0.032], [-0.106, -0.149, 0.592], [-0.430, -0.382, -0.051], [-0.159, 0.177, 0.271], [-0.167, 0.180, -0.305], [-0.054, 0.039, 0.146], [0.558, 0.430, 0.515], [-1.083, -0.820, -1.022], [1.003, -0.023, 1.065], [-0.869, 0.107, 0.593], [0.163, 0.229, -1.820], [-1.280, -1.403, 1.472], [0.525, -1.000, 0.204], [1.027, 1.626, -0.978], [-1.773, 0.420, -1.377], [0.643, -0.085, 1.325], [0.085, -0.224, 0.410], [0.526, -0.006, -0.081], [0.096, 0.128, -0.454], [-0.041, 0.337, 0.389], [0.463, 0.282, -0.491], [-0.063, 0.335, 0.260], [-0.101, -0.353, -0.312], [0.024, -0.126, 0.182], [-0.105, 0.071, 0.979], [0.614, 0.143, -0.267], [-0.501, -0.322, 0.812], [0.020, 0.030, 0.711], [-0.680, 0.110, -0.706], [-0.590, 0.445, -0.980], [1.491, -0.431, 1.023], [-0.078, -0.193, -0.369], [0.424, 0.112, -0.535], [-1.639, 0.026, -1.301], [1.561, -0.206, -0.091], [1.244, -0.254, 2.038], [0.843, 0.140, -0.452], [-0.109, 0.128, 0.188], [-0.288, -0.231, 0.122], [-0.350, 0.280, 0.056], [-0.401, 0.063, -0.141]], "lowdin_spin": [6.770, 0.000, 0.000, 0.000, 0.000, 0.000, -0.001, 0.000, 0.000, 0.000, 0.000, 0.000, 0.000, 0.000, 0.000, 0.000, 0.000, 0.000, 0.000, 0.000, 0.000, 0.000, -0.009, 0.001, -0.001, 0.000, 0.000, 0.000, 0.000, 0.000, 0.002, 0.000, 0.000, 0.000, -0.003, -0.004, 0.004, 0.000, 0.000, 0.000, 0.000, 0.000, 0.000, 0.000, 0.000, 0.000, 0.000, 0.000, 0.001, 0.025, 0.012, -0.002, 0.198, 0.026, -0.001, 0.013, 0.000, 0.000, 0.000, 0.000, 0.001, 0.000, 0.000, 0.000, -0.001, 0.000, 0.001, 0.000, 0.000, 0.000, 0.000, 0.002, 0.000, 0.000, 0.000, 0.000, 0.000, 0.000, 0.000, 0.000, 0.000, 0.000, -0.012, 0.000, 0.000, 0.000, 0.000, 0.000, 0.000, 0.000, 0.000, 0.000, 0.000, 0.000, 0.000, 0.000, 0.000, 0.000, 0.000, 0.000, 0.000, 0.000, -0.001, -0.004, -0.010, 0.000, 0.000, 0.000, 0.000, 0.000]}

Number 1: energy -7766.197 eV, molar mass 83.09 g mol⁻¹. Number 2: energy -124594.861 eV, molar mass 941.50 g mol⁻¹.